No. 1
This record from the OMol25 dataset describes C38H29N6O7PS5Ti as an isolated structure. The level of theory is ωB97M-V/def2-TZVPD.

The geometry in XYZ format:
```
87
Properties=species:S:1:pos:R:3:forces:R:3:lowdin_charge:R:1
Ti 0.68948 -0.00074 0.66785 -0.3 -0.2 0.0 0.66
O 2.82924 -0.07546 0.92070 0.2 -0.1 0.0 -0.16
C 3.72465 0.75327 0.77368 0.0 -0.1 0.0 -0.14
C 3.53642 2.11124 0.34229 -0.1 0.0 0.0 -0.10
C 4.64801 2.92680 0.11624 0.0 0.0 0.0 0.07
C 4.45619 4.20760 -0.33008 -0.1 -0.1 0.0 -0.14
C 3.17245 4.71450 -0.56623 0.1 0.0 0.0 0.03
C 2.07201 3.92844 -0.34279 0.0 0.0 0.0 0.03
C 2.22528 2.60465 0.12184 0.1 0.0 0.0 -0.30
O 1.17833 1.87173 0.35196 -0.2 -0.3 -0.1 -0.21
N 5.61923 5.06253 -0.56669 0.0 0.0 0.0 -0.36
O 5.41425 6.19104 -0.96539 0.0 0.0 0.0 0.08
O 6.71789 4.59174 -0.34806 0.0 0.0 0.0 0.08
H 4.75473 0.42889 0.97642 0.0 0.0 0.0 0.15
H 5.65115 2.55793 0.28477 0.0 0.0 0.0 0.13
H 3.07161 5.72862 -0.92513 0.0 0.0 0.0 0.13
H 1.07019 4.29770 -0.51698 0.0 0.0 0.0 0.12
N 2.45031 2.93539 5.14328 0.0 0.0 0.0 0.13
C 2.07361 1.67429 4.75741 0.0 0.0 0.0 -0.35
C 1.70704 1.40049 3.43328 0.0 0.0 0.0 -0.08
N 1.39535 0.17445 3.04551 -0.1 0.1 -0.1 -0.07
C 1.43108 -0.80085 3.95735 0.1 0.0 0.0 -0.14
C 1.78512 -0.51077 5.26352 0.0 -0.1 -0.1 -0.09
N 2.10474 0.70970 5.67078 0.0 0.1 0.1 0.13
H 2.09525 3.71021 4.60835 0.0 0.0 0.0 0.10
H 2.47232 3.07962 6.14023 0.0 0.0 0.0 0.10
H 1.63530 2.19253 2.69854 0.0 0.0 0.0 0.11
H 1.18959 -1.80104 3.63214 0.0 0.0 0.0 0.05
H 1.80363 -1.29481 6.01017 0.0 0.0 0.0 0.11
O -4.18474 -0.33859 -2.63915 0.0 0.0 0.0 0.07
C -3.35783 0.71057 -2.84561 0.0 0.0 0.0 -0.25
C -3.74037 1.76481 -3.67274 0.0 0.0 0.0 -0.01
C -2.87539 2.81192 -3.92119 0.0 0.0 0.0 -0.09
C -1.60789 2.82640 -3.35319 0.0 0.0 0.0 -0.09
C -1.23807 1.79973 -2.50906 0.0 0.0 0.0 -0.03
C -2.10066 0.73670 -2.22589 0.0 -0.1 0.0 -0.07
C -1.67536 -0.33135 -1.28500 0.0 -0.2 -0.1 -0.49
O -2.25390 -1.35899 -1.06408 0.0 0.0 0.0 0.13
O -0.50253 -0.04914 -0.68021 0.1 0.5 0.3 -0.33
H -5.05627 -0.12131 -2.99121 0.0 0.0 0.0 0.11
H -4.72809 1.75069 -4.11993 0.0 0.0 0.0 0.12
H -3.19493 3.62572 -4.55821 0.0 0.0 0.0 0.11
H -0.92809 3.64342 -3.55089 0.0 0.0 0.0 0.11
H -0.26436 1.80624 -2.03844 0.0 0.0 0.0 0.11
S -3.81997 4.67636 -0.97582 -0.1 0.0 0.0 0.62
C -3.41256 3.33186 -0.11000 0.1 0.0 -0.1 -1.07
S -1.81532 3.12630 0.55515 -0.1 -0.1 0.0 1.00
C -2.24266 1.53563 1.12010 -0.1 0.1 0.0 -1.01
N -3.45702 1.21038 0.86426 0.0 0.0 0.0 0.05
N -4.11922 2.20474 0.19129 0.0 0.1 0.0 -0.12
C -5.47473 1.90110 -0.15492 -0.1 0.0 0.0 -0.19
C -5.82628 0.56059 -0.29232 0.0 0.0 0.0 -0.03
C -7.12953 0.22783 -0.62097 0.0 0.0 0.0 -0.08
C -8.08537 1.21781 -0.80545 0.0 0.0 0.0 -0.09
C -7.73045 2.54664 -0.64054 0.0 0.0 0.0 -0.08
C -6.42918 2.89783 -0.30993 0.0 0.0 0.0 -0.04
S -1.17959 0.57068 2.10764 0.2 0.0 -0.1 0.71
H -5.07991 -0.20477 -0.14580 0.0 0.0 0.0 0.11
H -7.39776 -0.81545 -0.72645 0.0 0.0 0.0 0.11
H -9.10200 0.95225 -1.06319 0.0 0.0 0.0 0.10
H -8.47049 3.32645 -0.76243 0.0 0.0 0.0 0.10
H -6.16162 3.93244 -0.17688 0.0 0.0 0.0 0.06
S 1.94354 -1.47188 -1.49536 0.0 0.0 0.1 0.39
P 1.56623 -2.99732 -0.28115 -0.1 0.2 0.0 0.20
S 0.40069 -2.37569 1.27170 0.1 0.0 0.0 0.41
C 0.70731 -4.34444 -1.12102 0.1 0.0 0.0 -0.37
C 1.44021 -5.37699 -1.70193 0.0 0.0 0.0 -0.08
C 0.78749 -6.35963 -2.42997 0.0 0.0 0.0 -0.08
C -0.59151 -6.30768 -2.57920 0.0 0.0 0.0 -0.08
C -1.31868 -5.27417 -2.00478 0.0 0.0 0.0 -0.06
C -0.67493 -4.28675 -1.27541 0.0 0.0 0.0 -0.08
C 3.06989 -3.74504 0.39838 0.0 0.0 0.0 -0.39
C 4.32580 -3.31414 -0.00515 0.0 0.0 0.0 -0.10
C 5.46313 -3.90230 0.53336 0.0 0.0 0.0 -0.08
C 5.34322 -4.91609 1.47064 0.0 0.0 0.0 -0.08
C 4.08535 -5.34816 1.87531 0.0 0.0 0.0 -0.07
C 2.94977 -4.76376 1.34183 0.0 0.0 0.0 -0.10
H 2.51582 -5.41694 -1.58333 0.0 0.0 0.0 0.11
H 1.35470 -7.16416 -2.87924 0.0 0.0 0.0 0.10
H -1.10069 -7.07573 -3.14695 0.0 0.0 0.0 0.10
H -2.39282 -5.23033 -2.12607 0.0 0.0 0.0 0.11
H -1.23944 -3.47048 -0.84117 0.0 0.0 0.0 0.07
H 4.40085 -2.52364 -0.74137 0.0 0.0 0.0 0.07
H 6.44250 -3.56966 0.21534 0.0 0.0 0.0 0.10
H 6.23027 -5.37425 1.88799 0.0 0.0 0.0 0.10
H 3.99147 -6.14026 2.60628 0.0 0.0 0.0 0.11
H 1.96749 -5.09567 1.65738 0.0 0.0 0.0 0.11
```
Forces are in eV/Å.

Calculated values
2S+1: 1
M, g/mol: 920.9
Frontier orbital gap, hartree: 0.239
Relative energy (zero: lowest compared OMol25 entry of this formula, charge and spin), kcal per mole: 27.5
E_HOMO, Ha: -0.28728
DFT total energy, Eh: -5502.601272

---

No. 2
This record from the OMol25 dataset describes C38H30BCl3N9O5S3W as an isolated structure. The level of theory is ωB97M-V/def2-TZVPD.

The geometry in XYZ format:
```
90
Properties=species:S:1:pos:R:3:forces:R:3:lowdin_charge:R:1
W 11.68987 12.44618 12.32164 1.4 -1.5 0.7 1.50
C 7.30340 12.70874 12.79373 0.2 -0.5 -0.5 0.01
C 8.58878 13.14622 13.04887 0.7 0.4 -0.1 -0.10
N 9.55840 12.32814 12.53438 -2.3 -0.4 0.7 -0.14
N 8.83852 11.26218 12.03646 0.2 0.9 -0.7 -0.03
C 7.53340 11.52477 12.09331 -0.1 -0.4 0.7 -0.04
B 9.53898 9.99271 11.56528 0.2 0.1 -1.6 -0.50
N 10.51980 10.27939 10.36412 -0.6 -0.9 -0.7 -0.01
C 10.67396 9.62423 9.17147 0.4 0.6 0.2 -0.02
C 11.96147 9.85058 8.69467 -0.6 0.5 0.1 0.01
C 12.53650 10.64684 9.71136 -0.5 -0.7 -2.0 -0.11
N 11.67273 10.89565 10.66067 0.0 0.5 1.4 -0.08
N 10.47204 9.57126 12.67780 -0.7 -1.6 0.0 -0.01
C 10.49435 8.34878 13.25548 -0.5 1.6 -0.4 -0.03
C 11.27925 8.41639 14.35380 1.3 -0.6 0.4 -0.01
C 11.83466 9.70890 14.30159 -0.1 -0.8 1.1 -0.17
N 11.31894 10.39499 13.30510 -0.8 0.5 -0.9 -0.13
H 6.32680 13.13330 13.06474 0.9 -0.1 -0.2 0.13
H 8.84760 14.01770 13.60300 0.3 0.4 0.0 0.09
H 6.83936 10.79806 11.71613 -0.1 -0.1 -0.1 0.14
H 8.72478 9.18229 11.19318 0.3 0.1 0.4 0.14
H 9.87782 9.08383 8.67943 -0.1 0.0 0.4 0.13
H 12.33535 9.65851 7.66934 -0.1 -0.1 1.2 0.13
H 13.47811 11.08483 9.64781 1.5 0.7 0.3 0.09
H 9.93126 7.55846 12.84873 -0.6 -0.7 -0.3 0.13
H 11.48941 7.52203 14.94236 0.2 0.8 0.2 0.12
H 12.53596 10.17225 14.94774 0.5 0.1 0.5 0.09
S 11.69106 12.70662 14.78830 -0.8 0.9 -0.3 0.84
C 11.04973 14.26788 15.17702 -0.7 -0.1 1.5 -0.61
C 10.66284 14.63027 16.52234 0.7 1.2 -2.6 -0.07
C 10.29199 15.92908 16.76056 -1.1 -0.1 0.9 -0.06
C 10.25549 16.92001 15.76176 0.5 -1.0 -0.4 -0.03
C 10.64334 16.57217 14.46758 -1.3 1.3 0.8 -0.08
C 10.88233 15.24198 14.17196 2.1 -1.5 -0.2 -0.64
S 11.49772 14.75932 12.63176 -0.7 1.3 0.3 0.92
H 10.72143 13.98269 17.32113 0.1 -1.6 1.4 0.09
H 9.87265 16.18346 17.76754 0.7 -0.2 -0.9 0.14
H 9.90183 17.87062 16.11881 0.2 0.5 -0.6 0.11
H 10.66204 17.27375 13.64679 -0.1 0.2 0.1 0.12
O 11.33042 14.82962 5.68944 0.9 -0.3 -0.7 0.03
C 10.34839 14.97739 6.39727 -1.2 0.9 0.3 -0.73
O 9.25535 15.54970 6.26068 -0.3 0.0 -0.3 0.01
C 10.49066 14.46044 7.80148 1.1 -0.8 1.7 -0.05
C 9.48739 13.84630 8.55061 -1.0 -0.6 -0.2 0.05
C 9.73608 13.25208 9.77823 1.6 1.1 0.3 -0.06
N 10.95171 13.36054 10.39867 -0.3 0.0 -0.8 -0.10
C 11.92978 14.00642 9.71448 -0.9 -0.3 -1.5 -0.23
C 11.74973 14.52530 8.44632 -0.7 0.1 0.0 0.12
C 13.28292 13.81029 10.22609 0.0 0.7 0.5 -0.58
O 14.28184 14.20831 9.72584 0.8 0.3 -0.6 0.15
O 13.29277 13.13388 11.36639 -0.6 -0.4 0.0 -0.29
H 8.45981 13.76571 8.14578 0.8 0.1 0.2 0.14
H 8.99814 12.73452 10.32946 -0.7 -0.3 0.2 0.08
H 12.56630 14.97703 7.90205 0.2 -0.2 0.1 0.14
Cl 15.51825 11.21194 6.01628 0.0 0.0 -0.3 0.75
C 15.80875 10.62647 7.58713 -0.7 -0.4 2.0 -0.68
C 15.74735 9.28996 7.93435 0.4 0.5 0.8 -0.08
C 16.11565 8.84684 9.22697 0.1 2.3 -0.1 -0.02
C 16.50828 9.74654 10.22665 -0.6 1.5 -1.2 -0.14
C 17.24620 9.29560 11.47157 -0.6 -0.6 1.0 -0.28
C 16.33129 9.05997 12.69146 0.3 2.1 0.4 -0.01
N 15.46056 10.24268 12.97819 -1.8 0.3 -0.3 -0.02
C 15.73860 11.41400 13.65519 0.0 0.1 0.7 -0.08
C 14.60673 12.19136 13.64965 1.0 0.2 0.4 -0.16
N 13.63672 11.52599 12.98418 -0.4 -1.2 -0.4 -0.15
C 14.15676 10.36895 12.57902 0.8 0.3 0.2 -0.12
O 17.91300 8.02976 11.35375 -1.2 1.2 0.1 -0.11
C 19.24402 8.23764 10.98633 0.9 0.1 -0.5 -0.18
C 19.44582 8.69448 9.57438 0.3 0.5 -0.9 -0.32
C 19.23318 7.86474 8.52708 -0.7 -1.0 0.8 -1.03
Cl 18.36283 6.41671 8.72872 0.0 -1.0 -0.3 0.74
S 19.80205 8.32833 7.02919 0.7 1.3 -0.2 1.03
C 20.40306 9.81804 7.75713 -1.0 -1.0 -0.6 -0.35
C 20.04369 9.89414 9.06300 0.8 0.1 0.6 -0.13
C 16.29697 11.16825 9.89864 1.3 -2.9 1.8 -0.57
Cl 16.72857 12.41125 11.02793 0.2 0.0 -0.2 0.81
C 15.97138 11.53608 8.65248 0.7 1.7 -2.6 -0.17
H 15.47384 8.58475 7.20652 -0.2 -1.0 -0.9 0.10
H 16.19920 7.81761 9.40076 0.1 -1.3 0.2 0.07
H 17.96945 10.03941 11.80137 0.1 0.3 -0.4 0.13
H 16.91067 8.91997 13.61200 0.0 -0.3 -0.4 0.15
H 15.71386 8.23495 12.46128 -0.8 -1.0 0.1 0.13
H 16.68151 11.59559 14.15657 -0.1 -0.1 -0.3 0.14
H 14.40090 13.19502 14.01411 0.4 -0.4 0.1 0.11
H 13.62010 9.66164 11.98358 0.0 -0.4 -0.1 0.14
H 19.71976 7.26054 11.09754 0.1 0.2 0.1 0.13
H 19.71473 8.98296 11.63600 0.1 -0.2 0.2 0.13
H 20.86737 10.50562 7.08510 0.2 0.5 0.1 0.06
H 20.29274 10.74258 9.69088 0.0 0.0 -0.1 0.12
H 16.12626 12.59055 8.37394 -0.6 -0.4 0.3 0.12
```
Forces are in eV/Å.

Calculated values
2S+1: 1
M, g/mol: 1089.9
Frontier orbital gap (spin up / spin down), hartree: 0.172 / 0.134
E_HOMO (spin up / spin down), Ha: -0.35502 / -0.35484
Net charge: +1
DFT total energy, Eh: -5002.021494

---

No. 3
This record from the OMol25 dataset describes C38H31Cl2FN2O2PtTe as an isolated structure. The level of theory is ωB97M-V/def2-TZVPD.

The geometry in XYZ format:
```
78
Properties=species:S:1:pos:R:3:forces:R:3:lowdin_spin:R:1
Pt 0.09435 -2.00082 -0.99998 -2.8 -0.6 -0.4 0.03
Cl 1.01917 -6.75453 -3.11805 -0.1 -0.1 0.0 0.00
C 2.03097 -5.35143 -3.12004 -0.5 0.3 0.4 0.00
C 3.28625 -5.43559 -3.69277 0.6 0.7 0.0 0.00
C 4.10165 -4.32294 -3.70925 0.0 -0.6 -0.2 0.00
Cl 5.67944 -4.47342 -4.42169 0.3 0.0 -0.1 0.00
C 3.68266 -3.08247 -3.20248 -0.1 0.1 0.1 0.00
C 4.43304 -1.88855 -3.25570 -0.6 0.4 0.3 0.00
C 3.85605 -0.71485 -2.80230 0.9 -0.5 -0.7 0.00
C 2.57858 -0.72611 -2.27162 -1.1 -1.1 0.4 0.00
N 1.87023 -1.85849 -2.13413 2.6 0.8 0.1 0.00
C 2.39940 -3.02685 -2.60401 0.2 0.7 -0.2 0.00
C 1.54961 -4.17426 -2.51084 -0.4 -0.6 0.1 0.00
O 0.42194 -4.09653 -1.91274 -0.3 0.9 -0.3 0.01
H 3.62432 -6.36783 -4.12211 0.0 0.0 0.0 0.00
H 5.42633 -1.90602 -3.67318 0.1 0.0 0.0 0.00
H 4.39050 0.22047 -2.87511 0.0 0.1 0.0 0.00
H 2.09948 0.18197 -1.92534 0.0 0.0 0.2 0.00
C -4.03246 6.54403 3.14118 0.0 -0.1 -0.1 0.00
C -3.38887 5.26145 2.69417 0.0 0.0 0.0 0.00
C -2.30485 4.72266 3.36300 -0.1 0.1 -0.1 0.00
C -1.67815 3.56339 2.91738 0.1 -0.1 0.0 0.01
C -0.53104 3.03629 3.72444 0.0 0.0 0.0 0.00
C -2.12568 2.92885 1.76187 0.1 -0.3 0.2 0.14
Te -1.26821 1.00300 0.93787 0.3 -0.2 -0.5 0.40
N -0.04580 -0.87722 0.72470 -0.5 0.5 -1.3 0.17
C 0.53501 -1.04552 1.88448 -0.1 -0.1 -0.4 0.02
O 0.37414 -0.21296 2.80940 0.2 0.4 1.0 0.10
C 1.40083 -2.23437 2.16232 0.1 -0.2 0.0 0.02
C 2.25460 -2.20377 3.26091 -0.1 0.0 0.0 0.00
C 3.04001 -3.30159 3.56209 0.2 0.0 0.0 0.00
C 3.00062 -4.43049 2.75841 0.0 -0.1 0.0 0.00
C 2.15522 -4.46614 1.66189 0.1 -0.1 0.0 0.00
C 1.35193 -3.37848 1.37493 -0.2 0.1 -0.1 0.00
C 0.52695 2.02968 0.40956 -0.2 -0.1 0.0 0.02
C 1.51385 2.27348 1.34867 0.1 -0.1 0.3 0.00
C 2.62065 3.04298 1.03210 0.1 0.1 0.0 0.00
C 2.75151 3.56482 -0.24081 0.1 0.0 0.0 0.00
C 1.81269 3.24618 -1.20555 0.0 0.1 -0.1 0.00
C 0.69997 2.47341 -0.90044 -0.1 0.0 -0.1 0.00
C -0.27218 2.10420 -1.97833 0.0 0.0 -0.1 0.01
C -3.27076 3.41756 1.12185 0.0 0.0 -0.1 0.03
C -3.88340 2.73370 -0.07093 -0.1 0.0 0.0 0.01
C -3.87121 4.57855 1.58622 0.0 0.1 0.0 0.01
H -3.63086 6.86425 4.10119 0.0 0.1 0.0 0.00
H -5.11325 6.42989 3.23143 0.0 0.0 0.0 0.00
H -3.83916 7.32842 2.40676 0.0 0.1 0.1 0.00
H -1.93956 5.20019 4.26312 0.1 0.1 0.1 0.00
H -0.72627 3.17565 4.78791 0.0 0.0 0.1 0.00
H 0.38097 3.58153 3.47713 0.1 0.0 0.0 0.00
H -0.37602 1.97713 3.52718 0.1 0.0 0.1 0.00
H 2.27227 -1.31586 3.87528 0.0 0.1 0.0 0.00
H 3.69610 -3.28126 4.42249 0.0 0.0 0.0 0.00
H 3.61896 -5.28647 2.99333 0.1 0.0 0.0 0.00
H 2.11838 -5.33900 1.02595 0.0 -0.1 0.0 0.00
H 0.65133 -3.41884 0.53565 0.2 -0.2 0.3 0.00
H 1.43067 1.83395 2.32839 0.0 0.0 0.1 0.00
H 3.37022 3.24638 1.78473 0.0 0.0 0.1 0.00
H 3.59339 4.19509 -0.49117 0.1 0.0 0.0 0.00
H 1.93933 3.60975 -2.21670 0.0 0.0 -0.1 0.00
H 0.08149 2.43621 -2.95292 0.0 0.0 -0.1 0.00
H -1.24072 2.56502 -1.78487 -0.1 -0.1 -0.1 0.00
H -0.40367 1.01850 -1.99767 -0.1 0.0 -0.1 0.00
H -3.94809 1.65726 0.08156 -0.1 0.0 -0.1 0.00
H -3.29010 2.90755 -0.96948 0.0 -0.1 -0.1 0.00
H -4.88654 3.11851 -0.25133 0.0 0.0 0.0 0.00
H -4.74696 4.95777 1.07455 -0.1 0.0 -0.1 0.00
F -5.89890 -2.75650 -2.55247 0.1 0.0 0.1 0.00
C -4.60323 -2.54649 -2.17779 0.1 0.1 0.0 0.00
C -4.12151 -1.25438 -2.12561 -0.2 -0.2 -0.2 0.00
C -2.79705 -1.04333 -1.77020 0.4 0.0 0.1 0.00
C -1.95161 -2.10569 -1.44999 1.0 -0.3 1.5 0.00
C -2.48632 -3.39578 -1.49700 0.1 0.0 0.0 0.00
C -3.80111 -3.62715 -1.86852 -0.2 0.1 -0.2 0.00
H -4.77376 -0.42850 -2.36673 -0.1 0.1 -0.1 0.00
H -2.43087 -0.02417 -1.74795 0.0 0.0 0.1 0.00
H -1.85931 -4.24533 -1.26173 0.0 0.0 0.0 0.00
H -4.19758 -4.62974 -1.92452 -0.1 -0.1 0.0 0.00
```
Forces are in eV/Å.

Calculated values
2S+1: 2
M, g/mol: 960.3
Frontier orbital gap (spin up / spin down), hartree: 0.229 / 0.219
E_HOMO (spin up / spin down), Ha: -0.16252 / -0.16563
Net charge: -1
DFT total energy, Eh: -3134.225120
<S²>: 0.757

---

F_max: 0.6 3.6 2.9 (eV Å⁻¹)